C13H27GeNO3STc | the ωB97M-V functional and the def2-TZVPD basis

Calculated values
- HOMO level (eV) = -19.37
- 2S+1 = 1
- charge = +3
- HOMO-LUMO gap (eV) = 7.78
- electronic energy (eV) = -91072.986

Each line ends with the Löwdin charge.
Atoms and positions in Å:
Tc -0.53297 0.50842 -1.45231  1.412
C -3.14192 -0.54804 -4.59525  -0.019
C -2.91022 -0.77494 -3.12269  -0.565
C -3.54145 0.27145 -2.24410  -0.049
C -3.16386 -2.18826 -2.66416  -0.009
O -1.35148 -0.53340 -2.91874  -0.598
Ge 0.12306 -1.23136 -3.89136  1.357
O 0.95611 -0.09576 -2.60029  -0.575
C 2.44708 0.36510 -2.70807  -0.582
C 2.46366 1.80465 -3.16162  -0.037
C 3.02614 0.15756 -1.33057  -0.013
C 3.03839 -0.56870 -3.74441  -0.067
O -0.26131 -0.13311 0.00437  -0.276
C 0.85056 -0.14279 6.78740  -0.201
C 2.03506 -0.99300 6.73122  0.014
C -0.46403 -0.74428 6.98458  0.015
C 0.99932 1.30689 6.83270  0.014
H -4.20509 -0.68193 -4.80174  0.125
H -2.61037 -1.27991 -5.20870  0.089
H -2.86946 0.46300 -4.89898  0.106
H -4.62811 0.19200 -2.32322  0.131
H -3.28144 1.28789 -2.55258  0.091
H -3.33114 0.10257 -1.18406  0.076
H -4.22796 -2.40176 -2.77717  0.124
H -2.90608 -2.32679 -1.61382  0.101
H -2.62499 -2.91575 -3.27386  0.098
H 2.20116 2.49357 -2.36006  0.040
H 1.82957 1.97208 -4.03346  0.106
H 3.48534 2.05431 -3.45176  0.125
H 2.51599 0.77591 -0.58921  0.083
H 4.07249 0.46484 -1.34514  0.122
H 2.98390 -0.88864 -1.02833  0.106
H 2.62026 -0.40201 -4.74171  0.084
H 2.93717 -1.61866 -3.45510  0.096
H 4.10712 -0.36715 -3.82330  0.127
H 1.83643 -1.99679 6.36334  0.113
H 2.31624 -1.11261 7.79542  0.160
H 2.88865 -0.52097 6.25072  0.113
H -0.54298 -1.75878 6.60093  0.113
H -1.28819 -0.10427 6.67877  0.113
H -0.54480 -0.83296 8.08550  0.160
H 1.89132 1.66949 6.32712  0.113
H 1.16368 1.51241 7.90855  0.160
H 0.09903 1.85080 6.55842  0.112
S -0.21981 2.74845 -1.48931  0.743
C -1.63355 2.69536 -0.55313  -0.732
N -2.60652 2.46583 0.02917  0.179